(1)
Computed, not measured: C7H7N in the gas phase, with ωB97M-V with the def2-TZVPD basis set.

## Properties
E_tot = -325.4897 a.u.
E_LUMO = 0.81 eV
gap between HOMO and LUMO = 9.13 eV

```
15
Properties=species:S:1:pos:R:3:forces:R:3
C -0.951924 -1.333745 -0.622024 0.94 -1.88 -1.91
C -2.195884 -0.729856 -0.379634 -1.76 -0.04 1.20
C -1.175303 1.114943 0.762782 -2.27 -0.74 1.86
C 0.005648 -1.234887 0.237306 2.25 -1.89 0.74
C -0.220236 1.433069 -0.013481 0.55 1.37 0.11
C 1.114450 -1.163069 0.935792 -0.78 0.63 -0.52
C 0.597984 1.859030 -0.905538 -2.99 1.93 -0.05
N -2.249350 0.350223 0.254838 -2.07 0.95 1.04
H -0.865623 -1.866795 -1.586725 0.47 0.13 0.66
H -3.134659 -1.332079 -0.546466 0.77 1.05 -0.34
H -1.338068 1.391938 1.849631 0.52 -0.08 -1.56
H 1.544440 -1.775085 1.728632 -0.53 -0.05 -0.38
H 1.589534 -0.216973 0.701222 0.59 0.01 0.34
H 1.482136 1.394403 -0.958932 3.44 -1.25 -1.00
H 0.201405 2.687493 -1.498146 0.87 -0.13 -0.17
```
Forces are in eV/Å.

(2)
Computed, not measured: 2 unconnected molecules or ions with the total composition C7H7N2O3S, with ωB97M-V with the def2-TZVPD basis set.

## Properties
total charge = -1
E_tot = -1004.3745 a.u.
E_LUMO = 3.08 eV
gap between HOMO and LUMO = 7.75 eV

```
20
Properties=species:S:1:pos:R:3:forces:R:3
C -0.364729 2.666843 -1.446951 1.55 -0.07 -0.69
C -1.539225 2.269773 -2.021589 0.15 1.87 0.41
C -0.095314 0.414680 -1.287805 -2.16 2.53 -1.35
C -0.524976 -0.991453 2.261234 -0.45 3.39 -0.20
C -0.276003 -1.943406 -0.986098 -2.05 -2.55 -0.08
C 1.695529 -0.656923 -0.189605 1.64 -0.25 1.16
C 0.525142 -0.758841 -0.768283 0.19 0.79 -0.68
N 0.448511 1.556841 -1.126750 -0.30 2.12 0.26
N -0.842175 -0.275574 1.191758 -0.63 0.35 2.60
O -0.824239 -2.029637 -2.107640 0.94 -0.42 1.89
O -0.168567 -2.184814 2.285201 -0.15 -1.70 0.10
O -0.435643 -2.843763 -0.012775 -0.16 0.28 -2.14
S -1.818649 0.640458 -1.991024 2.02 -2.26 0.51
H 0.116084 3.720746 -1.374492 -1.19 -2.06 -0.18
H -2.293521 2.858533 -2.510114 -0.07 0.50 0.17
H -0.504341 -0.428995 3.243193 0.04 -0.53 -0.37
H -0.444648 -2.581974 1.050914 1.07 0.37 -0.35
H 1.912627 -1.532211 0.390598 0.81 -0.47 0.08
H 2.344294 0.245425 -0.031513 -1.19 -0.93 -0.51
H -0.993659 0.690449 1.565027 -0.04 -0.94 -0.65
```
Forces are in eV/Å.

(3)
Computed, not measured: 2 unconnected molecules or ions with the total composition C7H7NS, with ωB97M-V with the def2-TZVPD basis set.

## Properties
E_tot = -723.6334 a.u.
E_LUMO (alpha / beta) = 0.42 / 0.42 eV
gap between HOMO and LUMO (alpha / beta) = 7.63 / 7.63 eV

```
16
Properties=species:S:1:pos:R:3:forces:R:3
C -2.881314 -0.939326 -0.858463 2.59 2.05 1.89
C -3.289323 -0.020392 0.037529 -2.02 0.81 1.51
C -0.937459 -0.319587 0.019500 3.82 0.85 0.16
C 1.971893 0.684118 -1.171180 -1.35 1.18 4.84
C 1.701573 1.629643 -0.287505 0.38 -3.27 -0.58
C 1.599624 0.262641 0.157904 -1.89 0.43 -1.88
C 2.196964 -0.601619 1.181414 -0.56 -1.89 0.19
N -1.462586 -1.058875 -0.875254 -1.32 -0.59 -0.41
S -1.981207 0.737764 0.886866 -0.43 -0.87 -0.24
H -3.494520 -1.344791 -1.565892 -1.28 -1.57 -1.61
H -4.300607 0.210268 0.454947 0.83 -0.25 -1.08
H 2.169307 0.487005 -2.118268 0.92 -1.07 -3.95
H 1.593156 2.630751 -0.135841 -0.31 2.40 0.60
H 1.559939 -0.532264 2.104082 0.74 -0.63 -0.86
H 3.139908 -0.127629 1.397658 0.68 0.03 0.29
H 2.414658 -1.697705 0.772504 -0.81 2.38 1.13
```
Forces are in eV/Å.

(4)
Computed, not measured: C7H7NS in the gas phase, with ωB97M-V with the def2-TZVPD basis set.

## Properties
E_tot = -723.7617 a.u.
E_LUMO = 0.61 eV
gap between HOMO and LUMO = 6.82 eV

```
16
Properties=species:S:1:pos:R:3:forces:R:3
C -1.360046 0.081915 1.040653 1.47 -0.17 -1.04
C -0.183001 0.816966 0.985080 0.57 1.60 0.51
C 2.068622 0.817911 0.141144 1.14 -0.54 -2.39
C 2.823006 0.307618 -0.841764 0.03 -2.12 -1.07
C -0.919397 -0.693042 -1.222451 -2.91 -1.66 -0.70
C -1.648004 -0.828599 0.096343 2.33 1.69 -0.08
C 0.483271 -0.490240 -0.916720 1.24 1.08 0.46
N 0.751819 0.492390 0.030153 -1.51 -1.98 0.57
S 1.951516 -0.958489 -1.779894 -0.70 1.94 1.12
H -1.800169 0.290763 1.946957 -1.75 -0.36 1.80
H 0.088570 1.421779 1.890631 0.22 -0.46 -1.53
H 2.425545 1.436436 0.886061 0.32 1.31 1.39
H 3.867335 0.352685 -1.132870 -0.14 0.38 0.75
H -1.256625 -1.610030 -1.807475 1.34 0.93 0.44
H -1.482127 0.102301 -1.724076 0.82 0.68 -0.67
H -2.343928 -1.547039 0.171546 -2.49 -2.32 0.45
```
Forces are in eV/Å.

(5)
Computed, not measured: C7H7NS2 in the gas phase, with ωB97M-V with the def2-TZVPD basis set.

## Properties
E_tot = -1121.9400 a.u.
E_LUMO (alpha / beta) = -1.29 / -0.96 eV
gap between HOMO and LUMO (alpha / beta) = 6.55 / 7.33 eV

```
17
Properties=species:S:1:pos:R:3:forces:R:3
C 0.842224 -0.859620 -2.808883 -0.76 0.27 -2.73
C -0.258967 -1.643865 -2.415281 1.19 -0.03 0.86
C 1.338324 0.188697 -2.022235 0.51 0.27 0.34
C -0.558633 -1.561787 -1.075149 -2.28 -2.18 0.02
C 0.822075 0.344338 -0.722213 1.18 1.75 0.02
C -0.036535 -0.609979 -0.254873 -0.72 0.02 1.68
C -0.424882 1.333858 3.130157 -0.75 2.85 3.09
N -0.581775 0.925979 1.810434 -0.03 0.43 -2.45
S 1.244006 1.752791 0.322901 -0.26 -0.98 -0.56
S -0.388133 -0.646291 1.488296 -0.09 -0.39 0.02
H 1.102595 -0.986741 -3.909656 0.25 0.45 1.64
H -0.808670 -2.417591 -2.968490 0.76 0.62 -0.28
H 2.150459 0.918901 -2.300191 -1.07 -1.11 -0.20
H -1.305498 -2.325872 -0.712176 0.82 1.14 -0.01
H 0.338851 2.213960 3.227681 -1.15 -1.81 -0.20
H -1.378101 1.777572 3.711011 1.42 -0.68 -2.01
H -0.222985 0.515283 3.779939 1.00 -0.62 0.77
```
Forces are in eV/Å.

(6)
Computed, not measured: a gas-phase ion, C7H7O4S (charge -1), with ωB97M-V with the def2-TZVPD basis set.

## Properties
total charge = -1
E_tot = -970.0368 a.u.
E_LUMO (alpha / beta) = 3.04 / 3.04 eV
gap between HOMO and LUMO (alpha / beta) = 5.75 / 5.74 eV

```
19
Properties=species:S:1:pos:R:3:forces:R:3
C 0.351303 0.328941 -0.558898 2.10 1.74 -0.84
C 2.868653 -0.689860 2.445739 3.06 -1.61 0.54
C -0.844290 1.037585 -0.922577 0.68 -0.22 -1.86
C -0.021003 -0.774060 0.212050 -1.73 -1.16 -0.44
C -1.986950 0.206895 -0.453435 -2.71 -0.11 0.73
C -1.382595 -0.972198 0.144920 0.09 -2.80 3.39
C 1.833516 0.420008 -0.978724 0.83 2.86 0.93
O 3.239912 0.157753 3.210153 0.68 0.39 -0.07
O -1.112135 2.035129 -1.620959 0.97 0.53 0.03
O 0.157059 -2.985053 1.489340 0.58 -0.11 0.26
O 1.624179 -0.915484 2.274876 -2.73 -0.92 -1.58
S 1.054446 -1.994860 0.897116 -0.64 0.56 0.36
H -2.585668 0.906163 0.235460 0.83 -1.19 -0.37
H -2.796265 -0.154483 -1.157890 1.12 0.92 -0.03
H 3.647709 -1.498937 1.996758 -1.62 1.68 0.36
H -1.903471 -1.835394 0.690500 0.74 1.54 -0.92
H 2.347533 -0.518374 -1.015788 -0.05 -1.02 0.03
H 2.524870 1.037041 -0.238074 -1.36 -0.91 -1.10
H 2.097905 0.882639 -1.962179 -0.84 -0.17 0.58
```
Forces are in eV/Å.

(7)
Computed, not measured: a molecular structure, C7H7O5STi, with ωB97M-V with the def2-TZVPD basis set.

## Properties
total charge = +2
2S+1 = 2
expectation value of S² = 1.24
E_tot = -1894.0499 a.u.
E_LUMO (alpha / beta) = -10.95 / -10.29 eV
gap between HOMO and LUMO (alpha / beta) = 6.26 / 7.35 eV

```
21
Properties=species:S:1:pos:R:3:forces:R:3
O 0.313740 -2.721786 -1.295951 0.75 3.84 2.38
C 0.453974 -1.726511 -0.729397 -0.76 -4.09 -2.70
Ti 0.215900 0.365548 0.086166 -1.54 0.87 -0.21
O 0.581019 -1.438453 2.759256 -0.53 3.01 -4.30
C 0.459666 -0.786600 1.803387 0.61 -3.81 5.46
C -0.620417 0.565996 -1.964190 1.19 3.08 -3.02
O -0.579557 1.742770 -2.306120 -0.11 -3.70 1.73
C -1.826573 -0.079316 -0.351082 -6.09 -2.19 0.02
O -2.935418 -0.353587 -0.614174 5.23 1.50 0.97
C 2.121453 0.749081 -0.661901 6.54 0.31 -3.35
O 3.144279 0.837275 -1.207302 -4.76 -0.23 2.61
H -0.737072 -0.314100 -2.651722 -0.36 0.65 0.00
C -0.001982 3.899342 1.277781 -0.06 0.19 -0.07
S -0.359262 2.144136 1.497501 -0.18 0.57 0.42
C -1.837940 2.128333 2.540196 -0.20 0.10 0.28
H 0.808387 3.984386 0.550260 -0.15 0.05 0.09
H 0.327021 4.277823 2.253251 -0.10 -0.06 -0.27
H -0.905557 4.408769 0.926589 0.25 -0.09 0.05
H -1.991066 1.148858 3.011909 0.26 0.28 -0.13
H -1.645390 2.899793 3.298383 -0.25 -0.34 -0.12
H -2.711932 2.377263 1.926659 0.28 0.05 0.16
```
Forces are in eV/Å.

(8)
Computed, not measured: a molecular structure, C7H7O6PdS, with ωB97M-V with the def2-TZVPD basis set.

## Properties
total charge = +3
2S+1 = 5
expectation value of S² = 6.02
E_tot = -1246.8299 a.u.
E_LUMO (alpha / beta) = -14.26 / -17.22 eV
gap between HOMO and LUMO (alpha / beta) = 6.64 / 4.37 eV

```
22
Properties=species:S:1:pos:R:3:forces:R:3
O 2.082400 -3.124226 -4.273631 -0.43 1.55 2.99
C 1.919846 -2.596123 -3.270315 0.34 -1.51 -3.01
Pd 0.202390 0.254689 -0.031181 -2.64 -3.42 -2.51
O 2.520827 -1.938029 -0.234401 -5.30 2.62 0.77
C 1.522122 -1.359549 -0.115252 6.49 -2.20 -0.98
C 0.415358 0.671014 1.896899 0.55 1.63 4.16
O 0.438502 0.914236 2.998110 0.06 -0.58 -2.17
C -1.707014 0.964644 -0.515468 -3.25 2.88 -0.21
O -2.681775 1.542143 -0.653126 3.22 -2.16 0.25
C 1.176279 1.638557 -0.958695 4.02 5.50 -4.18
O 1.736647 2.453184 -1.561708 -2.76 -4.00 3.04
H -0.270123 -0.417463 -1.529140 0.91 0.92 1.18
C -2.499008 -0.497776 2.313617 -2.64 2.05 1.77
S -1.690167 -1.966626 0.921166 1.14 0.79 0.56
C -2.348978 -3.117557 2.087133 -0.73 -2.16 0.59
O -0.385543 -2.661491 0.413618 -0.50 -1.80 -0.56
H -2.160854 -0.688035 3.346547 0.26 -0.47 -0.65
H -3.576569 -0.674122 2.186135 0.22 -0.27 -0.05
H -2.302647 0.535252 2.029709 0.40 -0.19 -0.43
H -3.421635 -3.071464 1.973918 -0.56 0.40 -0.29
H -2.096666 -4.146620 1.876062 0.57 -0.36 -0.65
H -2.123198 -2.989321 3.132209 0.63 0.78 0.40
```
Forces are in eV/Å.

(9)
Computed, not measured: a molecular structure, C7H7P, with ωB97M-V with the def2-TZVPD basis set.

## Properties
E_tot = -612.0953 a.u.
E_LUMO = 0.16 eV
gap between HOMO and LUMO = 8.03 eV

```
15
Properties=species:S:1:pos:R:3:forces:R:3
C -1.021045 0.498130 -0.671262 0.62 0.44 0.61
C -0.950859 -0.881107 -1.127077 -0.12 -1.20 -0.39
C -0.138853 1.209768 0.073550 -1.74 0.82 -0.61
C 0.430756 -2.804404 -0.097741 -0.05 -0.01 -0.30
C -0.474742 -1.906614 -0.438424 0.12 -0.43 -1.19
C 1.104241 0.854203 0.776643 2.94 -0.45 -0.63
C 1.192182 -0.629639 0.806582 0.49 -1.65 0.92
P 1.969505 -1.643819 -0.314267 -0.96 -0.74 0.77
H -1.887634 0.965789 -1.098295 -0.13 0.85 0.11
H -1.264498 -1.074650 -2.188024 0.28 0.15 1.11
H -0.404878 2.250447 0.268871 -0.12 -0.11 -0.38
H 0.210331 -3.794002 0.349608 0.56 0.75 -0.33
H 2.099510 1.283368 0.265758 -2.15 -0.77 0.54
H 1.162339 1.301375 1.755708 -0.35 0.16 0.51
H 0.604915 -1.305012 1.522374 0.61 2.20 -0.73
```
Forces are in eV/Å.

(10)
Computed, not measured: C7H8 in the gas phase, with ωB97M-V with the def2-TZVPD basis set.

## Properties
SMILES = C#CC[C@H](C)C#C
E_tot = -271.3510 a.u.
E_LUMO = 0.96 eV
gap between HOMO and LUMO = 10.87 eV

```
15
Properties=species:S:1:pos:R:3:forces:R:3
C 3.076306 0.709108 -0.591033 -0.83 0.11 0.10
C 1.914031 0.985562 -0.420028 0.81 -0.35 -0.17
C 0.494995 1.235804 -0.170200 -0.12 -0.27 -0.10
C -0.167199 0.051204 0.602543 -0.07 -0.58 -0.24
C -0.398193 -1.420268 -0.114327 0.33 0.53 0.16
C -1.609812 0.280178 0.800348 -0.42 -0.22 -0.10
C -2.744351 -0.092576 0.640263 -0.07 0.61 0.32
H 4.089521 0.423175 -0.754736 -0.07 0.12 0.02
H -0.033707 1.422932 -1.111847 0.10 -0.17 0.05
H 0.401101 2.175797 0.402472 -0.09 -0.50 0.00
H 0.349187 0.004524 1.575695 -0.17 -0.39 -0.39
H -1.030697 -1.160589 -0.966008 -0.07 -0.29 0.17
H 0.310140 -2.175777 -0.496741 0.83 1.07 0.45
H -0.980023 -1.946481 0.649202 0.00 0.05 -0.42
H -3.710158 -0.503526 0.468253 -0.16 0.30 0.16
```
Forces are in eV/Å.

(11)
Computed, not measured: C7H8 in the gas phase, with ωB97M-V with the def2-TZVPD basis set.

## Properties
SMILES = C=C1CCC2=C[C@@H]12
E_tot = -271.3601 a.u.
E_LUMO = 1.09 eV
gap between HOMO and LUMO = 10.00 eV

```
15
Properties=species:S:1:pos:R:3:forces:R:3
C 1.963958 0.793764 0.088126 2.80 -1.64 0.06
C 0.815727 0.270498 -0.244877 -1.89 1.07 1.08
C 0.311995 -1.119210 0.197131 2.10 -0.89 -1.28
C -1.099532 -1.221039 -0.290041 -1.88 -1.02 0.64
C -1.531186 0.192146 -0.181425 0.16 0.93 0.37
C -1.481931 1.313734 0.491218 0.70 -0.69 -0.76
C -0.425440 1.139238 -0.573512 0.36 -1.14 -0.46
H 2.150306 1.855473 0.187769 0.17 -0.08 -0.45
H 2.808016 0.026603 0.243655 -1.01 1.61 0.26
H 0.818674 -2.051124 -0.197586 0.10 1.28 0.20
H 0.400820 -1.224343 1.293258 -0.32 0.35 -0.46
H -1.513193 -1.880739 0.493256 -0.87 -0.04 -0.95
H -1.196983 -1.611535 -1.343570 0.09 0.30 1.24
H -1.569601 1.895540 1.389180 -0.50 -0.18 0.20
H -0.451629 1.620993 -1.552579 -0.01 0.14 0.31
```
Forces are in eV/Å.

(12)
Computed, not measured: C7H8 in the gas phase, with ωB97M-V with the def2-TZVPD basis set.

## Properties
SMILES = C=C1CCC2=C[C@H]12
E_tot = -271.3391 a.u.
E_LUMO = 0.67 eV
gap between HOMO and LUMO = 8.63 eV

```
15
Properties=species:S:1:pos:R:3:forces:R:3
C -2.007429 -0.929908 0.398976 2.63 -0.98 -0.95
C -0.796539 -0.357943 0.172832 -1.82 2.49 -1.08
C -0.144071 0.867422 0.872039 0.39 -1.38 -0.69
C 1.381873 0.846465 0.599111 1.39 -5.03 0.88
C 1.435558 -0.031848 -0.706183 -1.74 1.53 -0.74
C 0.888620 0.036020 -1.927364 0.80 -0.71 2.04
C 0.094487 -0.751235 -0.929684 0.95 -0.14 0.72
H -2.206325 -1.927888 -0.062925 -0.12 1.21 0.03
H -2.662298 -0.598847 1.140226 -0.84 0.37 1.25
H -0.505698 1.816314 0.583243 -0.83 0.95 -0.47
H -0.333532 0.688847 1.884762 -0.18 0.34 1.77
H 1.938859 0.174040 1.466961 -1.30 1.94 -2.06
H 1.917883 1.740942 0.441758 0.27 1.15 0.11
H 1.015909 0.210342 -2.979458 -0.30 0.53 -0.04
H -0.017299 -1.782724 -0.954294 0.72 -2.26 -0.78
```
Forces are in eV/Å.

Q: E_tot of number 1 (C7H7N)?
A: -325.4897 a.u.